# 1
The following is a DFT calculation (ωB97M-V/def2-TZVPD) of a cluster of 5 separate species, C16H42N4O7PS4 in total in a non-equilibrium geometry.

XYZ file:
```
74
Properties=species:S:1:pos:R:3:mulliken_charge:R:1
C -5.58 -2.07 3.90 -1.15
C -4.32 -1.62 2.99 0.07
O -4.21 -0.18 3.13 -0.42
P -2.61 0.37 2.93 0.97
O -2.73 1.82 2.42 -0.76
C -1.69 -0.55 1.54 -0.56
C -0.46 0.44 1.15 -1.03
N 0.78 -0.35 0.85 0.54
C 1.80 -0.39 1.70 0.31
N 1.90 0.30 2.96 -0.42
C 3.19 -0.02 3.47 -0.06
N 3.77 -0.90 2.54 -0.17
N 3.00 -1.16 1.45 -0.02
O -1.73 0.46 4.37 -0.39
C -1.19 -0.82 4.79 0.17
C -2.20 -1.71 5.68 -0.97
H -5.28 -2.91 4.59 0.30
H -6.50 -2.26 3.28 0.32
H -5.83 -1.18 4.57 0.30
H -3.37 -2.18 3.25 0.11
H -4.59 -1.86 1.91 0.27
H -2.36 -0.72 0.65 0.52
H -1.33 -1.57 1.89 0.33
H -0.31 1.14 2.03 0.53
H -0.74 1.12 0.27 0.23
H 0.89 -0.90 -0.01 0.15
H 3.57 0.40 4.44 0.42
H 4.70 -1.29 2.72 0.24
H 3.22 -1.77 0.65 0.26
H -0.75 -1.45 3.96 0.01
H -0.31 -0.57 5.48 0.29
H -1.73 -1.88 6.71 0.32
H -3.25 -1.28 5.74 0.20
H -2.21 -2.75 5.19 0.29
C 3.28 2.70 -2.05 -0.79
S 1.87 2.71 -0.93 0.58
O 0.89 1.69 -1.43 -0.63
C 1.25 4.33 -1.41 -0.87
H 3.80 1.75 -1.95 0.33
H 2.93 2.82 -3.08 0.32
H 3.96 3.52 -1.79 0.25
H 1.03 4.34 -2.48 0.30
H 1.99 5.09 -1.17 0.22
H 0.33 4.53 -0.85 0.35
C 0.67 -5.16 -1.09 -1.01
S 0.24 -3.65 -1.99 0.45
O 0.75 -2.49 -1.19 -0.73
C -1.53 -3.76 -1.70 -0.92
H 1.75 -5.27 -1.10 0.34
H 0.32 -5.08 -0.05 0.30
H 0.21 -6.02 -1.58 0.40
H -1.74 -3.78 -0.63 0.35
H -1.92 -4.67 -2.17 0.41
H -2.01 -2.89 -2.15 0.21
C -2.83 -2.05 -5.47 -0.87
S -3.45 -3.70 -5.10 0.54
O -2.28 -4.63 -5.08 -0.61
C -4.30 -3.94 -6.67 -0.98
H -2.23 -1.71 -4.62 0.24
H -2.21 -2.08 -6.36 0.32
H -3.67 -1.37 -5.61 0.37
H -3.59 -3.84 -7.50 0.31
H -5.09 -3.19 -6.78 0.37
H -4.74 -4.93 -6.68 0.33
C 6.62 6.25 -1.59 -0.98
S 5.21 6.26 -0.46 0.39
O 4.24 5.24 -0.96 -0.57
C 4.59 7.88 -0.95 -0.99
H 7.14 5.30 -1.48 0.31
H 6.27 6.37 -2.62 0.31
H 7.30 7.07 -1.33 0.41
H 4.37 7.89 -2.02 0.32
H 5.33 8.64 -0.71 0.41
H 3.67 8.08 -0.39 0.32
```

Its total charge is +1. Its spin multiplicity is 1. Its HOMO energy is -10.631 eV. The orbital gap is 8.00 eV.



# 2
The following is a DFT calculation (ωB97M-V/def2-TZVPD) of an isolated molecule of C5H6O2.

XYZ file:
```
13
Properties=species:S:1:pos:R:3:mulliken_charge:R:1
O -3.10 0.96 -0.56 -0.45
C -2.30 0.06 -0.50 0.00
C -1.66 -0.42 0.80 -0.48
C -0.21 -0.40 0.61 -0.14
C 0.96 -0.32 0.32 0.35
C 2.34 -0.05 -0.11 -0.52
O 2.39 0.90 -1.15 -0.52
H -1.96 -0.49 -1.40 0.35
H -1.98 0.25 1.61 0.26
H -2.01 -1.43 1.02 0.31
H 2.93 0.28 0.76 0.26
H 2.82 -0.95 -0.50 0.28
H 1.78 1.62 -0.91 0.31
```

The SMILES is O=CCC#CCO. Its spin multiplicity is 1. Its HOMO energy is -9.945 eV. The orbital gap is 10.70 eV.



# 3
The following is a DFT calculation (ωB97M-V/def2-TZVPD) of an isolated molecule of C20H34N2O3.

XYZ file:
```
59
Properties=species:S:1:pos:R:3:mulliken_charge:R:1
C 0.16 0.14 -4.23 -1.46
C 1.16 -0.74 -3.48 -0.36
C 0.69 -2.19 -3.35 0.53
C 0.91 -2.97 -4.65 -1.88
C 1.35 -2.90 -2.15 0.03
C 2.86 -3.09 -2.40 -1.20
N 3.58 -3.73 -1.32 -0.38
C 3.36 -2.98 -0.10 -1.07
C 1.87 -2.81 0.20 -0.44
N 1.19 -2.14 -0.90 0.67
C -0.18 -1.84 -0.51 -0.90
C -0.25 -0.55 0.32 -0.22
C -1.70 -0.15 0.60 -1.38
C -1.76 1.09 1.44 -0.53
C -1.69 0.99 2.82 -0.57
C -1.70 2.13 3.62 0.80
O -1.67 2.10 4.99 -0.47
C -1.64 0.85 5.63 -0.93
C -1.77 3.39 3.02 0.97
O -1.84 4.57 3.73 -0.53
C -0.80 4.83 4.65 -0.73
C -1.83 3.49 1.62 0.65
O -1.89 4.75 1.12 -0.44
C -2.02 4.93 -0.26 -0.91
C -1.83 2.34 0.84 -0.65
H 0.53 1.16 -4.29 0.40
H -0.80 0.15 -3.72 0.32
H 0.01 -0.22 -5.24 0.34
H 1.31 -0.34 -2.48 0.33
H 2.12 -0.71 -4.00 0.34
H -0.39 -2.19 -3.18 0.18
H 1.93 -2.87 -5.01 0.40
H 0.24 -2.59 -5.42 0.46
H 0.69 -4.02 -4.51 0.42
H 0.89 -3.90 -2.05 0.21
H 3.01 -3.69 -3.30 0.43
H 3.32 -2.11 -2.55 0.37
H 3.23 -4.67 -1.19 0.35
H 3.86 -3.49 0.73 0.42
H 3.82 -1.99 -0.23 0.32
H 1.75 -2.21 1.10 0.28
H 1.43 -3.81 0.39 0.44
H -0.78 -1.68 -1.41 0.11
H -0.63 -2.67 0.05 0.24
H 0.27 -0.68 1.27 0.32
H 0.25 0.25 -0.23 0.25
H -2.21 -0.98 1.11 0.41
H -2.22 0.02 -0.35 0.44
H -1.63 0.01 3.27 0.46
H -1.64 1.07 6.70 0.26
H -2.52 0.25 5.39 0.34
H -0.73 0.28 5.38 0.37
H -0.98 5.84 5.01 0.28
H 0.18 4.78 4.15 0.28
H -0.81 4.13 5.48 0.24
H -1.15 4.53 -0.80 0.35
H -2.08 6.00 -0.42 0.24
H -2.93 4.46 -0.65 0.36
H -1.88 2.40 -0.23 0.44
```

The SMILES is CC[C@@H](C)[C@H]1CNCCN1CCCc1cc(OC)c(OC)c(OC)c1. Its spin multiplicity is 1. Its HOMO energy is -7.993 eV. The orbital gap is 8.73 eV.



# 4
The following is a DFT calculation (ωB97M-V/def2-TZVPD) of an isolated molecule of C5H13NO2 in a non-equilibrium geometry.

XYZ file:
```
21
Properties=species:S:1:pos:R:3:mulliken_charge:R:1
C 0.32 -1.80 -0.27 -1.49
C 0.12 -0.40 -0.82 0.33
N 1.74 0.18 -1.16 -0.59
O 2.54 0.18 0.05 -0.41
C -0.48 0.67 0.01 0.96
C -2.12 -0.09 0.02 -1.35
C 0.00 0.87 1.43 -1.69
O -0.62 1.87 -0.69 -0.59
H 1.17 -2.27 -0.76 0.44
H 0.50 -1.80 0.81 0.21
H -0.55 -2.42 -0.47 0.43
H -0.28 -0.40 -1.83 0.43
H 1.70 1.17 -1.40 0.30
H 3.21 -0.50 -0.15 0.32
H -2.56 0.04 1.01 0.35
H -2.71 0.50 -0.67 0.36
H -2.32 -1.14 -0.21 0.34
H 1.03 1.23 1.44 0.42
H -0.06 -0.05 2.01 0.38
H -0.61 1.62 1.94 0.47
H -0.05 2.54 -0.28 0.36
```

The SMILES is C[C@H](NO)C(C)(C)O. Its spin multiplicity is 1. Its HOMO energy is -8.570 eV. The orbital gap is 9.43 eV.



# 5
The following is a DFT calculation (ωB97M-V/def2-TZVPD) of a structure of composition C3H5NO2 in a non-equilibrium geometry.

XYZ file:
```
11
Properties=species:S:1:pos:R:3:mulliken_charge:R:1
C 1.55 0.44 -0.03 0.42
N -2.01 -0.80 -0.05 -0.50
C -0.46 -0.87 0.28 -0.05
C -0.46 0.33 -0.15 -0.32
O 1.81 1.78 -0.17 -0.45
O 2.47 -0.34 0.09 -0.56
H 2.78 1.88 -0.16 0.31
H -2.65 -0.46 0.67 0.21
H -2.41 -1.55 -0.61 0.21
H 0.11 -1.78 0.28 0.34
H -0.73 1.37 -0.15 0.38
```

Its spin multiplicity is 1. Its HOMO energy is -8.118 eV. The orbital gap is 8.85 eV.



# 6
The following is a DFT calculation (ωB97M-V/def2-TZVPD) of a cluster of 2 separate species, C10H15NO in total in a non-equilibrium geometry.

XYZ file:
```
27
Properties=species:S:1:pos:R:3:mulliken_charge:R:1
C 4.08 1.16 0.01 -1.54
C 2.73 0.64 -0.36 1.11
C 2.06 0.05 0.74 -0.57
C 0.78 -0.60 0.44 -0.25
C 0.42 -0.86 -0.87 -1.15
C 0.98 -0.06 -1.89 -0.23
C 2.21 0.45 -1.69 -0.55
H 4.24 2.07 0.52 0.37
H 4.79 1.42 -0.81 0.34
H 4.62 0.52 0.66 0.37
H 2.43 0.21 1.81 0.26
H 0.23 -0.90 1.41 0.58
H -0.46 -1.39 -1.10 0.55
H 0.43 0.10 -2.81 0.40
H 2.86 0.91 -2.51 0.21
C -1.50 0.54 1.43 -0.85
C -2.55 0.31 0.24 -0.19
C -2.93 -1.13 0.30 0.36
N -4.29 -1.47 -0.10 -0.48
O -2.29 -2.08 0.73 -0.57
H -0.53 0.94 0.97 0.13
H -1.46 -0.45 1.83 0.26
H -1.92 1.25 2.21 0.39
H -3.47 0.98 0.46 0.31
H -2.12 0.62 -0.78 0.30
H -4.47 -2.49 -0.36 0.26
H -4.88 -0.73 -0.49 0.20
```

The SMILES is Cc1ccccc1.CCC(N)=O. Its spin multiplicity is 1. Its HOMO energy is -8.721 eV. The orbital gap is 9.56 eV.



# 7
The following is a DFT calculation (ωB97M-V/def2-TZVPD) of a cluster of 2 separate species, C6H15N in total.

XYZ file:
```
22
Properties=species:S:1:pos:R:3:mulliken_charge:R:1
C -1.87 -0.49 -0.09 -0.37
N -1.12 0.14 0.71 -0.24
C -1.50 1.51 1.03 -0.28
C -1.46 1.76 2.53 -1.20
H -2.82 -0.08 -0.46 0.25
H -1.59 -1.49 -0.40 0.24
H -0.77 2.16 0.55 0.27
H -2.49 1.75 0.63 0.37
H -1.49 2.84 2.72 0.34
H -2.31 1.31 3.04 0.30
H -0.54 1.36 2.96 0.32
C 1.16 -1.92 -0.84 -1.16
C 1.54 -0.82 -1.82 -0.06
C 2.82 -0.09 -1.43 -1.17
H 1.97 -2.64 -0.68 0.40
H 0.28 -2.49 -1.16 0.23
H 0.93 -1.49 0.14 0.28
H 0.71 -0.12 -1.93 0.24
H 1.69 -1.29 -2.80 0.29
H 2.93 0.83 -2.00 0.32
H 2.77 0.20 -0.37 0.31
H 3.69 -0.74 -1.52 0.33
```

The SMILES is C=NCC.CCC. Its spin multiplicity is 1. Its HOMO energy is -9.780 eV. The orbital gap is 10.90 eV.



no.,LUMO level (eV),E_tot (hartree)
1,-2.63,-3314.27673
2,0.76,-344.51351
3,0.73,-1117.66051
4,0.86,-403.42310
5,0.73,-322.36679
6,0.84,-519.96017
7,1.12,-292.32550